1.
The following is a quantum chemistry calculation of the molecule C5H8N2, from OMol25.

- orbital gap (eV) = 8.43
- M (g mol⁻¹) = 96.1
- energy above the lowest of the compared OMol25 structures with the same formula, charge and spin (kJ/mol) = 449.7
- LUMO energy (eV) = 0.92

Cartesian coordinates (Å):
C (-2.33687, -0.55151, 0.03244)
N (-1.26748, 0.42990, 0.35913)
C (-0.11209, 0.43174, -0.61785)
C (1.27804, 0.26499, -0.13479)
C (2.30882, -0.70354, 0.30559)
C (0.89188, 1.48024, -0.37416)
N (-1.32890, 1.20754, 1.28711)
H (-2.78494, -0.30018, -0.93466)
H (-3.07922, -0.47216, 0.82574)
H (-1.91944, -1.56214, -0.01826)
H (-0.43792, 0.10230, -1.61013)
H (3.28125, -0.21101, 0.39527)
H (2.39814, -1.52708, -0.41058)
H (2.04932, -1.13375, 1.27844)
H (1.05941, 2.54467, -0.38330)



2.
The following is a quantum chemistry calculation of an isolated ion of composition C2H7N4 and charge +1, from OMol25.

- SMILES string = C[N+]1=NCNN1
- total charge = +1
- orbital gap (eV) = 8.87
- M (g mol⁻¹) = 87.1
- energy above the lowest of the compared OMol25 structures with the same formula, charge and spin (kJ/mol) = 539.3
- LUMO energy (eV) = -5.29

Cartesian coordinates (Å):
C (-1.41455, 0.67807, 0.98974)
N (-0.26862, 0.12596, 0.27110)
N (0.10839, -1.02674, 0.61372)
C (1.13315, -1.44993, -0.32362)
N (1.23222, -0.32779, -1.26579)
N (0.35416, 0.71892, -0.75066)
H (-2.43151, 0.30460, 0.45529)
H (-1.40996, 1.69729, 0.94035)
H (-1.33428, 0.24017, 2.06397)
H (1.93321, -1.72547, 0.42440)
H (0.58653, -2.40964, -0.77952)
H (2.20754, -0.12166, -1.27572)
H (0.02295, 1.24043, -1.56716)